The following is a quantum chemistry calculation of an isolated ion of composition C3H6N4 and charge +2, from the Open Molecules 2025 dataset.

Structure (XYZ):
```
13
Properties=species:S:1:pos:R:3:forces:R:3
C -2.829 -0.040 0.268 3.43 0.40 -0.29
C 0.879 0.018 0.000 1.08 -0.62 -1.24
C -0.244 -0.906 0.120 -2.22 3.34 1.64
N -1.373 -0.315 0.333 -2.16 -1.77 -1.03
N -2.011 0.932 0.139 -1.09 -0.10 0.36
N 2.035 -0.551 -0.256 1.28 1.71 -0.28
N 0.760 1.311 -0.132 0.33 -0.31 0.43
H -3.843 -0.456 0.187 0.26 -0.03 0.26
H -0.153 -1.932 0.233 0.05 -1.97 0.07
H 2.069 -1.529 -0.271 0.43 -1.69 -0.13
H 2.944 -0.046 -0.509 -1.74 -0.86 0.63
H 0.086 1.931 0.319 0.36 -0.13 -0.42
H 1.678 1.581 -0.431 0.01 2.05 0.01
```
Forces are in eV/Å.

Computed properties:
- Multiplicity: 1
- Kohn-Sham gap: 9.76 eV
- Energy relative to the best compared isomer or geometry (same formula, charge and spin): 340.21 kJ/mol
- Highest occupied orbital energy: -20.65 eV
- Charge: +2
- M: 98.1 Da

Atomic partial charges in e from the natural (NBO) method, atoms 1 to 6: atom 1 (C): 0.41, atom 2 (C): 0.47, atom 3 (C): 0.13, atom 4 (N): -0.10, atom 5 (N): -0.05, atom 6 (N): -0.65